Molecular formula: C5H8N2
Method: DFT, wB97M-V/def2-TZVPD

Structure (ORCA input):
```
! RIJCOSX wB97M-V def2-TZVPD def2/J DEFGRID3
* xyz 0 1
C -1.4058 -0.5366 -2.0819
C -1.0065 -0.1843 -0.8482
C 0.1953 -0.6937 -0.1398
C 0.9270 -1.7591 -0.4849
C 0.7504 0.2525 0.8587
N 0.1071 1.3675 1.0756
N 0.6043 2.0670 2.1275
H -0.7934 -1.1250 -2.7556
H -2.4016 -0.2828 -2.4312
H -1.7211 0.3719 -0.2411
H 1.9576 -1.9463 -0.1969
H 0.5522 -2.5907 -1.0723
H 1.6762 -0.0219 1.3924
H -0.0520 2.0204 2.9122
H 0.6103 3.0613 1.8854
*
```

Output
Kohn-Sham gap: 0.32730 hartree
DFT total energy: -304.7242 Ha
SMILES: C=CC(=C)/C=N/N
HOMO energy: -8.5496 eV
LUMO energy: 0.36 eV
ΔE to the lowest compared entry with this formula, charge and spin: 69.8 kcal per mole

Results of the Mulliken charge analysis, in e, for atoms 1 through 5: -0.744 -0.201 0.649 -0.857 -0.177